1.
A cluster of 2 separate species, C2H6O4 in total at a distorted geometry, computed with ωB97M-V/def2-TZVPD.

Geometry as XYZ:
```
12
Properties=species:S:1:pos:R:3:lowdin_charge:R:1
O 0.31311 -1.02691 1.97024 -0.011
H -0.36227 0.89293 1.96873 0.118
O 1.56557 1.62934 -1.09645 -0.092
H 0.64806 1.33756 -2.67036 0.092
H -1.79063 0.61156 -0.10853 0.119
H -0.38046 -1.80877 -0.30194 0.102
C -0.42873 -0.02911 1.40352 -0.215
C -1.16313 -0.17098 0.30060 -0.202
O -1.18991 -1.29629 -0.47472 -0.002
O 1.41926 0.85370 -2.31809 -0.089
H 1.51212 0.87811 -0.47425 0.073
H -0.14299 -1.87114 1.80123 0.106
```

Its total charge is 0. As for the energy above the lowest of the compared OMol25 structures with the same formula, charge and spin: 99.42 kcal/mol. As for the gap between HOMO and LUMO: 9.3 eV. Its SMILES is O/C=C\O.OO. The calculation puts the LUMO energy at 0.5 eV. Its energy is -10357.11576 eV.

2.
A structure of composition C10H27AlNO, computed with ωB97M-V/def2-TZVPD.

Geometry as XYZ:
```
40
Properties=species:S:1:pos:R:3:lowdin_charge:R:1
Al 0.26038 -1.92426 -2.19915 0.144
C -4.39761 1.52466 1.65037 -0.092
C 2.74989 -0.34416 -1.93806 -0.342
H 3.06130 -2.95203 -1.13213 0.021
H 0.85134 0.62372 -2.30653 0.009
H 0.44069 1.84502 -0.26364 0.070
C -3.53419 0.30034 1.31176 -0.252
H 4.50750 -0.33551 -3.20080 0.102
H -4.01511 2.42907 1.17504 0.063
C 0.03738 1.19359 0.51234 -0.088
C -1.65749 1.69195 3.65060 -0.089
H -5.41610 1.36778 1.28745 0.064
O 3.88620 -3.20137 -1.56432 -0.098
H 2.64734 -0.86278 -0.97606 0.058
H -1.05903 1.58738 4.55866 0.065
H 3.11934 0.66081 -1.69019 0.091
H 1.51187 -0.18792 -3.70813 0.031
H 3.37300 -1.66414 -3.53695 0.109
H 0.81708 -2.56632 -0.79053 -0.118
H -1.70065 2.41273 0.86743 0.099
H -2.67080 1.95702 3.95293 0.049
C 1.38000 -0.28227 -2.62243 -0.364
H -3.70678 0.03101 0.26579 0.112
C 4.62918 -2.03045 -1.87612 -0.298
C -1.46992 1.36646 0.59653 -0.267
C 3.83888 -1.07067 -2.74394 -0.214
H -2.15940 -0.39240 3.37950 0.111
H 0.28598 0.16460 0.24818 0.062
H -1.24519 2.52715 3.08236 0.062
C -1.60675 0.38506 2.84471 -0.249
H 0.46340 -3.04443 -3.38023 -0.154
H 5.52684 -2.39557 -2.38030 0.105
H 4.93806 -1.51169 -0.95774 0.109
H -1.88934 1.20255 -0.39916 0.117
H -0.56997 0.04102 2.81807 0.104
H -1.32842 -1.55076 -2.09673 -0.160
H -4.45704 1.70352 2.72462 0.049
H 0.53930 1.44641 1.44907 0.064
H -3.87837 -0.55372 1.90283 0.109
N -2.10279 0.40860 1.48491 -0.195
```

Its total charge is -1. As for the gap between HOMO and LUMO: 7.7 eV. The calculation puts the LUMO energy at 3.1 eV. Its energy is -20942.49031 eV.

3.
A cluster of 3 separate species, C17H34BrNO7P in total at a distorted geometry, computed with ωB97M-V/def2-TZVPD.

Geometry as XYZ:
```
61
Properties=species:S:1:pos:R:3:lowdin_charge:R:1
Br -3.56614 -1.42804 0.11597 0.299
C 0.58454 -2.62420 -2.72370 -0.167
H -1.20758 -3.84038 -5.22868 0.126
H 0.87878 -3.18310 -1.82830 0.127
C 2.95167 -2.33875 -5.95706 -0.107
H 2.32326 0.14760 -1.61862 0.074
C -4.50679 -0.22718 3.24087 -0.317
H -4.51703 1.97881 3.74295 0.160
H 2.35852 1.33718 2.72465 0.114
H -2.38355 -0.18476 -3.19372 0.079
O 1.61209 -2.07737 -5.56951 -0.211
C 0.67608 3.77193 3.63324 -0.118
C 3.83920 3.36180 1.80719 -0.166
C -4.31876 -0.68266 6.37555 0.031
H 3.58168 1.42604 -1.54032 0.091
C -1.45806 0.39623 -3.18496 -0.107
C -4.45962 -1.78917 3.74199 0.009
H -4.51157 -2.70388 2.97741 0.116
H 0.26678 -0.91736 -1.43748 0.111
H -6.39179 -1.20090 0.89978 0.059
C 2.82692 4.08314 2.70119 -0.187
C -0.46033 -3.13046 -4.85760 -0.168
C -4.36332 -2.02089 5.39367 0.044
H -4.28388 -0.76439 7.54372 0.114
H 3.13826 4.00130 3.74749 0.126
H -1.23151 -1.74134 -1.95718 0.084
O 2.30974 1.32065 0.09023 -0.214
O -0.33900 -0.45920 -3.33455 -0.205
H 3.36124 -3.16781 -5.37204 0.087
C 2.54530 1.16949 -1.30070 -0.100
H -0.92798 -2.14477 -4.87212 0.117
H 3.00503 -2.56422 -7.02521 0.088
O -6.38707 -0.18676 1.02653 -0.398
C -0.23681 -1.41256 -2.27473 -0.200
H -1.47864 1.08612 -4.03277 0.094
H 3.71933 0.24698 2.92487 0.126
C 3.14549 0.46933 0.87671 -0.191
O -0.17212 -3.54974 -3.51648 -0.137
H 1.09198 3.31252 4.53331 0.085
H 2.77547 5.14026 2.41893 0.126
C -4.36785 0.82547 5.66896 0.052
N -4.45645 0.99943 4.15181 0.019
O 1.52115 3.53036 2.52242 -0.211
H 1.88941 1.86073 -1.83610 0.094
H 0.53774 4.84758 3.78367 0.088
H 4.74293 3.97918 1.75422 0.129
H 3.54825 -1.44664 -5.74996 0.089
H 3.47439 3.24649 0.78473 0.119
H 4.13085 0.36018 0.40902 0.129
H -4.34826 1.80460 6.34177 0.146
H 1.30019 -4.13712 -5.59574 0.127
H -0.29540 3.31276 3.43186 0.077
C 3.31258 1.03930 2.28702 -0.172
P -4.67105 0.12554 1.35854 0.575
H 2.65936 -0.50987 0.93036 0.120
H 1.50587 -2.33025 -3.23020 0.119
C 0.75761 -3.20290 -5.78125 -0.190
O 4.26956 2.10590 2.35048 -0.134
H -4.35181 -3.11818 5.81095 0.117
H 0.43028 -3.17513 -6.82533 0.126
H -1.37915 0.97308 -2.25770 0.085
```

Its total charge is +1. As for the gap between HOMO and LUMO: 5.0 eV. The calculation puts the LUMO energy at -5.7 eV. Its energy is -113317.16963 eV.

4.
A structure of composition C14H22AuIN4O3 at a distorted geometry, computed with ωB97M-V/def2-TZVPD.

Geometry as XYZ:
```
45
Properties=species:S:1:pos:R:3:lowdin_charge:R:1
H 0.16501 -3.15922 -0.72381 0.058
C -0.99516 -2.17968 2.83902 -0.291
O -0.39409 -1.58693 1.64125 -0.221
I 1.99646 2.18434 -0.69232 0.378
C 3.69480 -1.88350 1.05766 -0.096
H -4.79959 0.73030 -0.71981 0.075
H 1.46718 1.97188 -4.27173 -0.021
O 0.13661 0.09962 -3.46010 -0.174
H 4.11975 0.22519 2.45511 0.082
C 3.11486 0.31195 1.98580 -0.143
H 4.63691 -1.95671 1.64564 0.116
C -2.70589 -1.10154 -0.84410 -0.115
N 1.96851 -2.10724 -0.31027 -0.111
H 3.06275 1.26000 1.43731 -0.078
H -0.14811 2.81166 -3.44416 0.016
H -2.08170 -2.16513 2.71855 0.026
N -2.70533 0.31983 -0.50697 -0.110
C -3.46078 2.35477 -0.18081 -0.082
C 1.81573 -0.90227 0.23635 -0.330
H 3.43886 -3.69731 -0.13493 0.080
C 3.13976 -2.71839 0.17937 -0.118
C 0.92644 2.42621 -3.44358 -0.322
H 1.63809 3.33448 -3.07889 -0.042
C -1.33733 3.42920 0.53634 -0.061
N -2.10072 2.29343 0.04142 -0.113
H 1.67173 -3.60230 -1.64267 0.061
H 2.42962 0.34796 2.84247 0.087
H -2.61050 -1.74816 0.05333 0.062
C -1.63012 1.05087 -0.18000 -0.282
O -1.18144 0.34615 2.38706 -0.054
C -3.84719 1.12419 -0.53248 -0.095
H -0.45561 3.60788 -0.09843 0.005
H -1.98062 4.31636 0.51935 0.073
C 1.05986 -2.78173 -1.24389 -0.085
H -1.01123 3.27809 1.57277 0.088
H -3.99971 3.28368 -0.00751 0.107
H -0.62092 -3.21813 2.83467 0.021
H 0.70635 -2.13297 -2.05896 0.064
C -0.65123 -0.26465 1.46818 -0.618
H -1.93916 -1.44715 -1.57369 0.079
H -0.75311 -1.66478 3.77608 0.047
Au 0.33476 0.37589 -0.23018 0.705
H -3.70434 -1.19363 -1.29260 0.051
N 2.87328 -0.75976 1.10530 -0.132
C 0.71656 0.78728 -2.66114 -0.589
```

Its total charge is -2. As for the energy above the lowest of the compared OMol25 structures with the same formula, charge and spin: 113.80 kcal/mol. As for the gap between HOMO and LUMO (spin up / spin down): 1.7 / 4.3 eV. The spin multiplicity is 3. Its expectation value of S² is 2.021. The calculation puts the LUMO energy (spin up / spin down) at 4.9 / 4.8 eV. Its energy is -38761.47415 eV.

5.
A structure of composition C27H51KN2O4PSSbSe4 at a distorted geometry, computed with ωB97M-V/def2-TZVPD.

Geometry as XYZ:
```
92
Properties=species:S:1:pos:R:3:lowdin_charge:R:1
H 4.37920 2.23679 1.17496 0.127
O 1.32353 -2.66233 0.96922 -0.117
C -5.10755 -2.63000 -1.55720 -0.093
H 4.62047 -0.10879 0.55738 0.130
H 1.61472 0.00461 4.10888 0.129
H -3.75834 -2.29099 5.24048 0.093
H -2.66896 5.85416 -0.23911 0.092
H -4.88179 1.50444 -2.02361 0.078
H -4.80298 -2.99553 1.16172 0.082
H -4.75150 -3.73590 3.48719 0.097
C -5.44581 0.49931 -0.15838 -0.697
H -6.56774 1.72656 -1.52619 0.081
H -2.57906 2.58302 -2.05346 0.079
O 0.45143 -0.15595 2.41742 -0.266
H 0.18610 3.84925 -3.90732 0.084
C -1.98199 3.80482 1.31845 -0.138
H -0.58410 -1.84796 0.75735 0.094
C -4.32838 -2.77360 3.22470 -0.090
H -4.36658 2.29595 0.43320 0.047
H -2.71447 -3.19759 -0.12232 0.063
C 1.53557 -2.42305 -0.42742 -0.184
H -6.03926 0.20309 -2.24232 0.065
H 1.30412 2.32843 2.13950 0.052
H -6.12175 2.37260 0.67986 0.081
C -5.74290 1.00827 -1.57243 -0.095
N -1.96223 3.86951 -0.12982 -0.223
H -2.74538 0.58612 2.23890 0.090
K 0.47493 0.58849 0.09730 0.478
H -2.91678 4.89376 -1.71135 0.068
H -1.71055 -2.11592 -1.13704 0.036
C -2.91240 4.85484 -0.62686 -0.067
H -6.46358 -0.67157 1.37589 0.069
C -6.64385 -0.28867 0.36944 -0.092
H -0.75284 -1.57601 3.32580 0.109
O 2.62478 -0.38056 0.16876 -0.303
C -5.24300 1.72287 0.74603 -0.123
C -0.72124 3.82935 -0.77320 -0.761
H -1.48152 2.90490 1.67462 0.062
C 1.84719 1.74557 2.89340 -0.196
H -2.76626 -0.11020 4.59996 0.099
H 2.81280 -1.28683 -1.69197 0.123
S 0.72300 4.04547 0.11979 0.632
C 3.75515 0.45527 0.18229 -0.181
H -1.54174 2.25234 -3.43648 -0.048
H 0.66330 -1.95906 -0.90457 0.025
H 3.98712 0.81720 -0.82770 0.145
Se -2.48054 0.84712 -5.63354 -0.300
H -5.45254 -3.10388 -0.63796 0.051
H -2.39879 3.79292 -3.37361 0.089
C -3.80100 -1.12925 1.51644 -0.351
H -2.62519 -0.55813 -2.77201 -0.023
H -6.90848 -1.12648 -0.27408 0.060
Sb -0.26219 -0.10218 -5.09987 -0.422
H -3.02671 3.76446 1.63423 0.073
H -2.55265 -3.45280 -1.87260 0.095
H -4.90783 -3.42373 -2.28219 0.086
P -3.77949 -0.38563 -0.17934 1.176
H -5.92846 -2.03627 -1.96167 0.062
C -3.52916 -1.16651 -2.78634 -0.163
C 3.46019 1.64709 1.07779 -0.177
C -3.21691 -0.35056 2.51746 -0.127
C 0.47353 3.62240 -2.88228 -0.095
H 1.71184 -3.37016 -0.94494 0.135
H 1.00158 -1.90839 3.35628 0.133
H 1.17283 4.35614 -2.49143 0.049
H -4.34078 -0.55361 -3.17214 0.042
C -4.35255 -2.35360 1.90317 -0.095
C -3.77220 -1.96539 4.20781 -0.107
H -0.47649 -3.27664 1.77161 0.132
H -3.91591 4.58621 -0.29444 0.079
O 3.04155 1.19734 2.36423 -0.119
H -5.11326 1.43980 1.79271 0.068
H -1.49401 4.66831 1.78526 0.065
H -7.51469 0.37452 0.42266 0.079
C -3.21973 -0.74598 3.84894 -0.110
C -3.83337 -1.79352 -1.41682 -0.689
H 2.08456 2.43579 3.71425 0.128
C -2.63519 -2.69524 -1.09017 -0.103
N -0.74522 3.61312 -2.06682 -0.172
C -1.89586 3.03499 -2.76927 -0.096
Se 0.05846 0.07104 -2.62376 -0.054
C 0.17884 -1.51285 2.74990 -0.163
C 2.75940 -1.55205 -0.63014 -0.185
H -3.35292 -1.95937 -3.51837 0.090
Se 1.52404 1.32075 -6.00859 -0.397
C 0.98961 0.63073 3.46177 -0.181
Se -0.07838 -2.49764 -5.56778 -0.420
C 0.05052 -2.35393 1.49417 -0.190
H 3.67250 -2.07777 -0.32233 0.128
H 2.70550 2.29720 0.62518 0.051
H 0.18148 1.05972 4.07169 0.128
H 0.90679 2.61875 -2.88771 0.005
```

Its total charge is -2. As for the energy above the lowest of the compared OMol25 structures with the same formula, charge and spin: 19.65 kcal/mol. As for the gap between HOMO and LUMO: 3.5 eV. The calculation puts the LUMO energy at 3.0 eV. Its energy is -344370.83324 eV.

6.
The ion C4H9N2 with charge +1 at a distorted geometry, computed with ωB97M-V/def2-TZVPD.

Geometry as XYZ:
```
15
Properties=species:S:1:pos:R:3:lowdin_charge:R:1
H -1.31343 1.66989 1.09536 0.120
H -0.81118 -1.85888 -0.66872 0.117
H 0.89622 -1.73767 -0.34566 0.089
H 2.82974 1.12002 0.60579 0.083
H -1.41381 0.11882 -1.69445 0.123
C -1.48612 0.78163 0.53272 0.124
H 2.57747 -0.62111 0.09526 0.137
C 2.11270 0.41869 0.30255 0.032
H -0.18338 -1.79354 0.97548 0.095
C -0.08458 -1.40389 0.00339 0.039
H -2.19261 0.09181 1.01788 0.138
N 0.98752 0.86636 0.23681 0.058
C -1.11748 0.69591 -0.89014 -0.044
H -0.68352 1.57095 -1.21194 0.111
N -0.11754 0.08103 -0.05433 -0.222
```

Its total charge is +1. As for the energy above the lowest of the compared OMol25 structures with the same formula, charge and spin: 97.77 kcal/mol. As for the gap between HOMO and LUMO: 12.0 eV. Its SMILES is C=N[N+]1(C)CC1. The calculation puts the LUMO energy at -3.3 eV. Its energy is -7263.90190 eV.

Look up the total charge of the fourth one. -2

What is the formula in the fourth record? C14H22AuIN4O3

What did the second record say?
A structure of composition C10H27AlNO, computed with ωB97M-V/def2-TZVPD.

Geometry as XYZ:
```
40
Properties=species:S:1:pos:R:3:lowdin_charge:R:1
Al 0.26038 -1.92426 -2.19915 0.144
C -4.39761 1.52466 1.65037 -0.092
C 2.74989 -0.34416 -1.93806 -0.342
H 3.06130 -2.95203 -1.13213 0.021
H 0.85134 0.62372 -2.30653 0.009
H 0.44069 1.84502 -0.26364 0.070
C -3.53419 0.30034 1.31176 -0.252
H 4.50750 -0.33551 -3.20080 0.102
H -4.01511 2.42907 1.17504 0.063
C 0.03738 1.19359 0.51234 -0.088
C -1.65749 1.69195 3.65060 -0.089
H -5.41610 1.36778 1.28745 0.064
O 3.88620 -3.20137 -1.56432 -0.098
H 2.64734 -0.86278 -0.97606 0.058
H -1.05903 1.58738 4.55866 0.065
H 3.11934 0.66081 -1.69019 0.091
H 1.51187 -0.18792 -3.70813 0.031
H 3.37300 -1.66414 -3.53695 0.109
H 0.81708 -2.56632 -0.79053 -0.118
H -1.70065 2.41273 0.86743 0.099
H -2.67080 1.95702 3.95293 0.049
C 1.38000 -0.28227 -2.62243 -0.364
H -3.70678 0.03101 0.26579 0.112
C 4.62918 -2.03045 -1.87612 -0.298
C -1.46992 1.36646 0.59653 -0.267
C 3.83888 -1.07067 -2.74394 -0.214
H -2.15940 -0.39240 3.37950 0.111
H 0.28598 0.16460 0.24818 0.062
H -1.24519 2.52715 3.08236 0.062
C -1.60675 0.38506 2.84471 -0.249
H 0.46340 -3.04443 -3.38023 -0.154
H 5.52684 -2.39557 -2.38030 0.105
H 4.93806 -1.51169 -0.95774 0.109
H -1.88934 1.20255 -0.39916 0.117
H -0.56997 0.04102 2.81807 0.104
H -1.32842 -1.55076 -2.09673 -0.160
H -4.45704 1.70352 2.72462 0.049
H 0.53930 1.44641 1.44907 0.064
H -3.87837 -0.55372 1.90283 0.109
N -2.10279 0.40860 1.48491 -0.195
```

Its total charge is -1. As for the gap between HOMO and LUMO: 7.7 eV. The calculation puts the LUMO energy at 3.1 eV. Its energy is -20942.49031 eV.